1.
Formula: C6H21NO4
Source: OMol25
Level of theory: wB97M-V/def2-TZVPD

Energy relative to the best compared isomer or geometry (same formula, charge and spin)   144.5 kJ/mol
Total energy   -16241.750 eV
HOMO   -9.44 eV
Gap between HOMO and LUMO   0.3607 Eh

Geometry (Å):
C: 1.280 0.249 -2.023
C: 0.564 -0.663 -1.390
C: 1.212 -1.365 -0.201
C: 0.836 -2.834 0.163
C: -0.840 -1.109 -1.778
C: -1.796 -0.788 -0.646
N: -1.926 0.571 -0.221
H: 1.043 0.988 -2.778
H: 2.298 0.502 -1.721
H: 0.789 -0.715 0.572
H: 2.307 -1.373 -0.142
H: 1.773 -3.370 0.319
H: 0.358 -2.875 1.151
H: 0.225 -3.288 -0.611
H: -0.742 -2.191 -2.015
H: -1.024 -0.669 -2.769
H: -1.547 -1.475 0.189
H: -2.796 -1.218 -0.941
H: -1.745 1.211 -0.988
H: -1.237 0.782 0.500
O: 2.266 0.788 1.269
H: 2.415 0.722 0.315
H: 2.856 1.552 1.396
O: 1.481 3.127 -0.215
H: 0.868 2.709 0.402
H: 1.139 4.024 -0.312
O: -3.785 1.037 1.841
H: -3.414 1.900 2.035
H: -3.248 0.669 1.110
O: -0.111 1.335 2.416
H: 0.799 1.191 2.086
H: -0.297 0.577 2.986

Löwdin atomic charge list, values in e, 4 entries:
1 C 0.02
2 C -0.32
3 C -0.22
4 C -0.08

---

2.
Formula: C6H22N4O9P2Re
Source: OMol25
Level of theory: wB97M-V/def2-TZVPD

Multiplicity   2
Energy relative to the best compared isomer or geometry (same formula, charge and spin)   98.4 kJ/mol
Total energy   -51633.040 eV
HOMO (alpha / beta)   -22.94 / -23.03 eV
Gap between HOMO and LUMO (alpha / beta)   0.2354 / 0.2302 Eh
Total charge   +4

Geometry (Å):
Re: 0.272 0.098 0.360
N: 1.540 -0.754 1.862
C: 1.586 -2.269 1.692
C: 1.834 -2.500 0.233
N: 0.749 -1.804 -0.570
C: -0.333 -2.763 -1.102
C: -1.611 -2.576 -0.382
N: -2.068 -1.232 -0.683
H: 1.262 -0.519 2.818
H: 2.501 -0.413 1.780
H: 2.385 -2.691 2.300
H: 0.640 -2.676 2.046
H: 2.790 -2.070 -0.070
H: 1.871 -3.561 -0.009
H: 1.226 -1.489 -1.416
H: -0.448 -2.526 -2.160
H: 0.015 -3.791 -1.042
H: -2.310 -3.372 -0.646
H: -1.504 -2.711 0.697
H: -1.873 -0.861 -1.600
H: -2.961 -0.939 -0.305
C: -0.701 5.237 -0.932
C: -0.804 3.868 -0.306
O: -1.940 3.509 0.297
P: 0.549 3.411 0.905
O: 0.429 4.349 2.104
O: 1.912 3.709 0.236
O: 0.429 1.910 1.228
P: -0.655 2.405 -1.912
O: 0.813 2.590 -2.438
O: -1.792 2.820 -2.710
O: -0.650 1.070 -1.119
H: -0.865 5.984 -0.145
H: -1.476 5.376 -1.689
H: 0.273 5.414 -1.387
H: -2.712 4.051 0.022
H: -0.160 4.263 2.877
H: 2.452 4.473 0.525
H: 0.913 3.109 -3.266
O: -1.944 -0.452 2.126
N: -1.122 -0.295 1.381
O: 2.102 0.696 -0.668
H: 2.745 1.293 -0.245
H: 2.068 0.987 -1.601

Löwdin atomic charge list, values in e, 4 entries:
1 Re 1.69
2 N -0.05
3 C -0.12
4 C -0.13

---

3.
Formula: C6H22NO6
Source: OMol25
Level of theory: wB97M-V/def2-TZVPD

Energy relative to the best compared isomer or geometry (same formula, charge and spin)   40.5 kJ/mol
Total energy   -20354.690 eV
HOMO   -4.41 eV
Gap between HOMO and LUMO   0.2842 Eh
Total charge   -1

Geometry (Å):
C: -0.534 2.966 -0.141
O: -1.438 1.932 -0.385
C: 0.899 2.481 -0.276
C: 1.150 1.575 -1.497
C: 1.734 0.183 -0.976
C: 2.836 -0.307 -1.569
C: 1.858 -1.532 0.763
N: 1.239 -0.349 0.204
H: -0.829 3.312 0.899
H: -0.797 3.850 -0.750
H: 1.179 2.018 0.668
H: 1.654 3.320 -0.154
H: 0.248 1.366 -2.114
H: 1.769 1.990 -2.297
H: 3.360 -1.217 -1.249
H: 3.132 0.087 -2.553
H: 2.927 -1.461 0.624
H: 1.591 -1.630 1.813
H: 1.487 -2.408 0.199
H: 0.204 -0.279 0.412
H: -1.846 -0.336 1.661
H: -1.311 1.115 0.192
O: -1.211 -0.452 0.944
H: -0.122 -0.047 3.800
H: 0.328 0.462 2.512
O: 0.544 0.572 3.474
H: -2.233 -0.523 -0.425
H: -3.107 -0.251 -1.627
O: -2.797 -1.012 -1.122
H: -1.893 -2.091 1.432
H: -2.956 -2.459 0.378
O: -2.702 -2.640 1.284
H: -2.060 -2.476 -1.748
H: -0.991 -2.638 -0.797
O: -1.312 -3.120 -1.576

Löwdin atomic charge list, values in e, 4 entries:
1 C -0.31
2 O -0.14
3 C -0.19
4 C -0.12

---

4.
Formula: C6H23CaF2KMgNO6P2
Source: OMol25
Level of theory: wB97M-V/def2-TZVPD

Total energy   -84573.130 eV
HOMO   -3.53 eV
Gap between HOMO and LUMO   0.0703 Eh
Total charge   -1

Geometry (Å):
C: 1.164 -2.042 -1.387
C: 0.947 -0.513 -1.286
C: 2.094 0.328 -1.833
C: -0.477 -0.186 -1.874
C: -1.538 -0.285 -0.703
P: -3.379 -0.599 -1.303
H: 0.544 -2.490 -2.162
H: 2.209 -2.282 -1.569
H: 0.834 -2.498 -0.450
H: 0.884 -0.294 -0.211
H: 1.844 1.391 -1.820
H: 2.427 -0.015 -2.811
H: 2.937 0.219 -1.143
H: -0.756 -0.883 -2.661
H: -0.506 0.812 -2.323
H: -1.475 0.736 -0.175
H: -1.232 -1.104 -0.003
H: -2.976 -1.018 -2.782
H: -3.691 0.743 -0.914
H: -3.489 -1.613 -0.321
H: -4.941 -0.830 -1.698
Ca: 0.135 0.470 1.483
F: -5.975 -1.594 -2.159
C: 1.717 -5.122 0.061
O: 1.540 -4.933 1.379
H: 2.697 -4.780 -0.381
H: 1.671 -6.182 -0.301
H: 0.976 -4.623 -0.620
O: -4.464 3.044 -1.925
H: -4.093 2.186 -1.774
N: 2.511 1.548 5.160
H: 1.774 2.267 5.177
H: 3.068 1.658 4.304
H: 3.114 1.655 5.979
H: 2.062 0.556 5.172
F: -3.836 -1.384 -3.739
Mg: 2.578 -1.087 5.103
O: 2.596 4.950 1.794
P: 1.168 5.307 1.387
O: 0.540 6.269 2.390
O: 0.334 4.032 1.328
O: 1.233 6.030 0.048
K: -2.768 2.159 -0.436

Löwdin atomic charge list, values in e, 4 entries:
1 C -0.06
2 C -0.46
3 C -0.06
4 C -0.20

---

5.
Formula: C6H23NO6
Source: OMol25
Level of theory: wB97M-V/def2-TZVPD

Multiplicity   2
Energy relative to the best compared isomer or geometry (same formula, charge and spin)   246.4 kJ/mol
Total energy   -20367.653 eV
HOMO (alpha / beta)   0.15 / -6.92 eV
Gap between HOMO and LUMO (alpha / beta)   0.1001 / 0.3534 Eh
Total charge   -1

Geometry (Å):
C: -1.245 1.772 0.122
C: -0.861 0.465 0.794
N: 0.245 -0.172 0.182
C: 1.179 -2.439 2.904
C: 1.507 -1.396 1.916
C: 0.677 -1.523 0.629
C: 1.383 -2.277 -0.579
O: -1.574 -0.098 1.636
H: -0.774 2.652 0.648
H: -1.077 1.718 -0.935
H: -2.242 2.114 0.576
H: 0.919 0.376 -0.199
H: 0.450 -3.096 2.465
H: 0.694 -1.748 3.956
H: 2.048 -2.869 3.494
H: 1.295 -0.470 2.531
H: 2.548 -1.298 1.646
H: -0.330 -2.050 0.936
H: 1.490 -3.358 -0.516
H: 2.330 -1.719 -0.755
H: 0.779 -2.097 -1.425
H: -2.927 -1.706 -3.023
H: -1.750 -0.713 -2.486
O: -2.150 -1.163 -3.200
H: -0.450 0.223 -4.720
H: -1.330 1.293 -4.062
O: -0.581 1.282 -4.669
H: -1.354 0.175 4.664
H: -0.752 -0.266 3.272
O: -0.552 0.067 4.159
H: -0.773 3.298 -1.737
H: -0.690 3.498 -3.208
O: -1.376 3.540 -2.431
H: 2.054 2.339 -0.191
H: 1.778 2.880 -1.702
O: 1.413 2.768 -0.694

Löwdin atomic charge list, values in e, 4 entries:
1 C -0.07
2 C -0.47
3 N 0.09
4 C -0.14

---

6.
Formula: C6H23NO6
Source: OMol25
Level of theory: wB97M-V/def2-TZVPD

Multiplicity   2
Energy relative to the best compared isomer or geometry (same formula, charge and spin)   0.0 kJ/mol
Total energy   -20370.206 eV
HOMO (alpha / beta)   0.19 / -5.53 eV
Gap between HOMO and LUMO (alpha / beta)   0.1213 / 0.3205 Eh
Total charge   -1

Geometry (Å):
C: 1.137 0.836 -0.820
C: 1.030 0.969 -2.348
C: 1.642 -0.222 -3.078
C: 0.187 -0.122 -0.177
N: -1.177 0.059 -0.335
C: -1.789 1.250 -0.822
C: -2.016 -1.112 -0.330
O: 0.599 -1.068 0.570
H: 2.144 0.541 -0.540
H: 0.927 1.841 -0.365
H: -0.018 1.017 -2.607
H: 1.569 1.871 -2.655
H: 1.048 -1.129 -2.979
H: 1.795 -0.078 -4.148
H: 2.560 -0.557 -2.584
H: -1.081 2.069 -0.979
H: -2.297 1.156 -1.797
H: -2.514 1.679 -0.130
H: -3.018 -0.944 0.070
H: -2.192 -1.526 -1.336
H: -1.569 -1.850 0.325
H: 1.230 -2.264 -0.869
H: 1.012 -3.728 -0.626
O: 1.400 -3.131 -1.273
H: 2.408 -0.307 3.019
H: 2.179 -0.167 1.510
O: 2.240 0.343 2.331
H: -2.065 2.266 2.727
H: -2.512 0.887 2.385
O: -2.721 1.603 2.998
H: 0.174 1.532 2.839
H: 0.720 2.525 1.727
O: -0.063 2.109 2.106
H: -1.030 -1.946 3.061
H: 0.204 -2.086 2.126
O: -0.145 -2.316 3.003

Löwdin atomic charge list, values in e, 4 entries:
1 C -0.20
2 C -0.27
3 C -0.13
4 C -0.48